[1]
The following is a quantum chemistry calculation of a molecular structure, C18H17Cl2F9MnN3O4S2, from the Open Molecules 2025 dataset.

Geometry as XYZ:
```
56
Properties=species:S:1:pos:R:3:forces:R:3
Mn 0.018522 -0.177173 -0.755431 0.18 0.48 -0.41
Cl -1.809316 -4.391253 3.244006 0.01 0.08 -0.02
Cl -0.609946 -2.591050 1.246630 0.10 -0.30 -0.10
S -3.267820 1.042183 0.137431 0.13 0.04 -0.13
S -2.306902 2.599703 2.504345 0.05 0.02 0.00
F -1.403933 -4.755420 -3.524493 0.02 -0.06 -0.03
F 0.009898 -4.357511 -1.941484 0.00 -0.03 0.03
F 0.942956 -2.770284 -3.853433 0.02 0.00 -0.03
F -3.397952 -1.995656 -2.025261 0.00 0.02 -0.01
F -0.773112 -2.674045 -5.165021 -0.01 0.00 -0.04
F -2.103264 -4.273542 -1.535350 -0.03 -0.04 -0.02
F -0.048458 -0.888296 -4.196377 0.02 0.00 -0.03
F -3.236523 -2.802658 -4.020662 -0.04 -0.03 -0.02
F -2.637841 -0.762998 -3.617668 -0.03 -0.01 -0.04
O 1.940767 -0.119742 -2.092702 0.04 -0.11 0.06
O 3.883285 -0.588466 1.578297 0.07 -0.07 0.08
O -0.733978 -1.780603 -1.704989 0.00 -0.18 0.16
O 1.547881 -0.023562 0.751768 -0.17 -0.10 -0.03
N 0.073768 1.066916 2.163779 -0.18 -0.09 -0.35
N 3.090288 1.190298 -3.497153 -0.04 0.01 0.02
N -0.852563 0.785831 1.157255 0.13 -0.17 0.25
C -0.290500 1.605242 -1.995633 -0.06 -0.06 -0.08
C 2.148639 1.560160 3.975765 -0.02 0.00 0.06
C -1.165440 -3.980898 -2.447532 0.00 0.09 0.01
C 1.080820 2.103994 -2.436570 0.04 0.02 0.01
C -1.953311 1.398537 1.260042 -0.16 -0.05 0.04
C -1.598557 -2.710988 2.684406 -0.04 0.15 0.10
C -0.254390 -2.193595 -4.015401 -0.05 -0.02 0.12
C 3.141532 1.732690 4.923483 0.01 -0.03 -0.08
C 4.594032 0.319657 3.621357 -0.03 0.02 -0.02
C 3.594858 0.160284 2.655675 0.08 -0.04 -0.03
C -3.686719 3.285644 1.556297 -0.08 0.03 -0.01
C -2.629031 -2.007322 -3.118695 0.07 0.00 0.09
C 1.248453 0.584581 1.840019 0.35 0.08 0.32
C 2.048948 0.962475 -2.655791 0.00 0.01 -0.01
C -1.166567 -2.448064 -2.762933 0.00 0.13 -0.01
C -4.462318 2.135623 0.940556 -0.02 0.01 0.09
C 2.346568 0.772799 2.841974 -0.19 0.02 -0.07
C 4.368207 1.096826 4.739220 -0.02 0.01 0.04
H 3.756194 0.454404 -3.653237 0.00 0.00 0.00
H 1.095810 2.734914 -3.340337 0.01 0.02 0.00
H -1.122723 -2.149167 3.478820 -0.02 -0.02 0.05
H -0.875629 2.437109 -1.592621 0.04 0.02 0.07
H -5.011894 1.583366 1.703266 -0.02 0.03 0.01
H 1.181997 2.033016 4.089682 0.01 0.00 0.01
H -0.832006 1.241607 -2.876872 -0.05 0.06 -0.02
H -2.577189 -2.311336 2.448320 -0.05 -0.03 0.05
H 3.167257 2.055322 -3.997343 0.00 -0.01 -0.01
H 2.968014 2.355880 5.791305 0.00 -0.02 0.01
H 3.069216 -0.577045 1.012828 -0.02 0.07 -0.07
H 1.537911 2.706878 -1.640445 0.00 0.00 -0.01
H -5.156391 2.484475 0.175979 -0.01 0.00 0.00
H 5.154172 1.208552 5.477662 0.00 0.01 -0.02
H 5.541116 -0.179327 3.459573 -0.01 0.01 0.00
H -4.302613 3.881871 2.230214 -0.01 -0.02 0.00
H -3.284220 3.929163 0.773488 -0.04 0.04 0.01
```
Positions in Å, forces in eV/Å.

Summary:
net charge: -1
spin multiplicity: 6
Kohn-Sham gap (spin up / spin down): 5.99 / 7.14 eV
LUMO (spin up / spin down): 2.2 / 2.2 eV
<S²>: 8.757

[2]
The following is a quantum chemistry calculation of a molecular structure, C18H17Cl2HfN3O2, from the Open Molecules 2025 dataset.

Geometry as XYZ:
```
43
Properties=species:S:1:pos:R:3:forces:R:3
Hf 0.076441 0.933250 0.473785 -0.53 -0.06 -0.62
Cl 6.207387 -0.566432 3.453191 0.00 0.00 0.00
Cl 1.256250 0.436699 5.255104 -0.02 0.01 0.01
O 0.543923 0.545395 2.332480 -0.08 0.10 -0.13
O -1.726341 -0.004303 0.380353 0.24 0.15 0.22
N -3.912348 -0.514266 0.515281 0.08 -0.04 -0.05
N -2.590001 -0.562650 2.406636 0.03 0.07 -0.04
N 2.198650 0.227346 0.307637 0.10 0.02 0.02
C -2.370726 2.300093 -2.828159 -0.01 0.00 0.01
C 3.003610 0.019341 -0.738003 -0.05 0.01 0.00
C 2.319843 0.221338 3.934571 -0.06 -0.03 -0.11
C 4.350110 -0.286999 -0.603618 0.04 -0.01 0.03
C -2.023641 2.833284 -1.598525 -0.01 -0.01 0.01
C 4.554301 -0.235236 3.137550 -0.04 0.01 0.03
C 3.686286 -0.044345 4.172786 0.06 -0.01 0.02
C 1.842823 0.298048 2.652969 0.17 -0.02 0.18
C -5.131188 -0.942747 1.197829 -0.03 -0.01 0.03
C -2.745149 -0.361603 1.103039 -0.12 -0.14 0.11
C -0.708445 2.736462 -1.132906 0.09 -0.01 0.11
C -0.137432 1.485522 -3.161795 -0.01 -0.04 -0.02
C 2.733303 0.117332 1.574922 0.10 -0.05 0.10
C -0.293429 3.078134 0.258323 0.00 0.15 0.07
C -1.439576 1.612997 -3.606603 0.03 -0.01 0.00
C 4.097147 -0.164858 1.789249 -0.07 0.01 0.00
C 4.901116 -0.368223 0.657298 -0.03 0.00 -0.06
C 0.224645 2.039554 -1.929595 0.08 -0.05 0.18
H -5.950754 -0.908981 0.487800 0.01 0.00 -0.01
H -1.059869 3.571778 0.853515 0.01 0.00 -0.02
H -1.730859 1.206641 -4.565055 0.01 -0.01 0.00
H 5.951631 -0.592563 0.785865 0.01 0.00 0.00
H -3.356554 -0.850263 2.992890 0.00 0.00 0.00
H 0.605928 0.997855 -3.778875 0.00 0.00 -0.01
H -1.689899 -0.408684 2.839312 -0.01 -0.04 -0.01
H -3.381235 2.422810 -3.196109 -0.01 0.01 0.01
H -2.758632 3.360511 -1.003037 -0.01 0.00 0.00
H 4.948187 -0.449449 -1.487903 0.00 0.00 0.00
H -5.366970 -0.264764 2.018109 0.00 0.00 0.00
H 1.283006 2.085194 -1.654023 0.00 0.03 -0.03
H 4.034849 -0.099294 5.194653 0.01 0.00 0.00
H -3.918785 -0.390270 -0.485419 -0.01 0.02 0.00
H 2.556909 0.098937 -1.721730 0.00 0.00 0.00
H 0.634796 3.656323 0.301641 0.01 -0.03 -0.01
H -5.032112 -1.964517 1.565267 0.00 0.01 0.00
```
Positions in Å, forces in eV/Å.

Summary:
energy above the lowest of the compared OMol25 structures with the same formula, charge and spin: 0.000 eV
net charge: +2
Kohn-Sham gap: 7.47 eV
LUMO: -6.8 eV

[3]
The following is a quantum chemistry calculation of a molecular structure, C18H17F5N2O4SiW, from the Open Molecules 2025 dataset.

Geometry as XYZ:
```
48
Properties=species:S:1:pos:R:3:forces:R:3
W 0.165813 -0.220025 -0.238198 -0.10 0.20 0.02
Si -0.000631 -2.716536 -1.485222 -0.03 -0.06 0.00
F 0.359479 1.683688 -1.386788 0.02 0.00 0.01
F 1.567054 2.418166 0.360070 0.00 0.00 -0.01
F -1.808416 2.730225 -0.348146 0.02 0.00 0.00
F -0.995326 2.835265 1.667744 0.00 0.01 -0.01
F -0.291853 4.193404 0.129286 0.00 -0.01 0.01
O -3.025470 0.194978 2.194418 0.01 0.00 0.01
O 3.853313 -0.290342 1.375358 0.01 0.00 0.00
O -1.557312 0.131055 0.464522 -0.01 0.01 -0.05
O 2.024138 -0.196860 0.032967 0.05 0.01 0.04
N -0.070925 -2.034801 0.171679 0.07 -0.07 0.01
N 0.422415 -0.062589 1.857168 -0.02 0.00 0.00
C 0.436350 -4.141904 3.173266 0.02 0.00 -0.01
C 2.688429 -0.201990 1.267124 -0.03 0.01 0.00
C -1.916829 0.129014 1.811843 -0.04 0.00 -0.01
C -0.342422 -2.848560 1.318515 0.00 0.02 -0.03
C -1.926950 -3.841795 2.811229 0.00 0.01 -0.01
C 1.654304 -0.106644 2.350716 -0.01 0.00 -0.01
C 0.715286 -3.379013 2.048303 0.00 -0.01 0.03
C 1.552144 -3.642878 -1.778869 0.02 0.01 -0.01
C 1.865025 -0.058860 3.713465 0.00 0.00 0.00
C -0.657444 0.033195 2.624290 0.02 0.00 0.01
C 0.389119 1.944308 0.031397 0.05 -0.11 -0.03
C -0.879898 -4.368433 3.555838 -0.01 0.00 0.01
C -0.536868 0.077472 3.998830 0.00 0.00 -0.01
C 0.745634 0.027936 4.540863 0.01 0.00 0.00
C -0.719155 2.972054 0.363407 -0.03 -0.02 0.01
C -1.617247 -3.440999 -1.957489 0.00 0.00 0.00
C 0.153898 -0.967105 -2.449347 -0.04 0.00 0.02
C -1.665754 -3.078390 1.681730 0.01 -0.01 0.02
H 1.097166 -0.412671 -2.567610 0.00 0.00 0.00
H 1.739200 -3.214563 1.731830 0.00 0.00 -0.01
H -1.595597 -3.782645 -2.995010 0.00 0.00 0.00
H -1.089873 -4.970183 4.429504 0.00 0.00 0.00
H -2.951574 -4.028692 3.102837 0.00 0.00 0.00
H 2.436767 -3.046302 -1.548703 0.00 0.00 0.00
H -1.422019 0.162280 4.615159 0.00 0.00 0.00
H -2.440632 -2.734290 -1.841174 0.00 0.00 0.00
H 1.614082 -3.966699 -2.820523 0.00 0.00 0.00
H -2.477981 -2.672466 1.090341 0.00 0.00 0.00
H 0.875217 0.067751 5.614333 0.00 0.00 0.00
H 2.872758 -0.086418 4.106117 0.00 0.00 0.00
H 1.571126 -4.540749 -1.156206 -0.01 0.00 0.00
H -1.823449 -4.311865 -1.330173 0.00 0.00 0.00
H 1.249332 -4.571143 3.743356 0.00 0.00 0.00
H -0.708954 -0.295913 -2.604599 0.00 0.01 0.01
H 0.130230 -1.548366 -3.382446 0.00 0.01 -0.01
```
Positions in Å, forces in eV/Å.

Summary:
energy above the lowest of the compared OMol25 structures with the same formula, charge and spin: 1.129 eV
net charge: +2
Kohn-Sham gap: 6.93 eV
LUMO: -8.7 eV

[4]
The following is a quantum chemistry calculation of a gas-phase ion, C18H17N2O3 (charge -1) at a distorted geometry, from the Open Molecules 2025 dataset.

Geometry as XYZ:
```
40
Properties=species:S:1:pos:R:3:forces:R:3
O 0.208468 4.956442 -1.389342 -0.45 0.45 -0.28
O -0.842493 4.991775 0.582082 0.15 -0.22 -0.15
O 0.986801 3.572926 2.382477 -0.01 -1.32 -1.90
N -1.611392 3.184498 -2.758791 0.01 -0.80 0.89
N -3.296608 -0.336628 -1.284262 0.47 0.95 0.67
C -1.060582 2.016620 0.489582 0.84 2.65 1.12
C 1.199225 2.940083 1.345824 0.07 0.95 0.48
C 2.481849 2.138204 1.119356 0.21 0.02 0.03
C -0.142810 4.410367 -0.212380 -0.70 -0.88 0.11
C -1.460449 1.570822 2.950926 0.06 -0.42 -0.43
C 1.468924 2.644790 -1.066623 -0.13 0.41 -0.52
C 0.360854 2.907659 0.015679 1.73 1.37 1.03
C -1.780346 -1.177958 2.440126 0.04 0.86 0.13
C -2.634915 0.558121 -0.913582 -0.46 -0.44 -1.15
C -1.762719 1.652286 -0.711439 -0.75 -0.48 -1.10
C -1.912578 -0.673493 3.751237 0.13 -0.22 -0.96
C -0.702193 6.012533 -1.889867 0.45 -0.50 0.98
C -1.519862 -0.279537 1.388207 0.43 -0.95 0.47
C -0.688968 6.026207 -3.376906 0.11 -0.21 -0.71
C -1.769530 0.698651 3.981946 0.08 -0.21 0.43
C -1.307762 1.071712 1.653710 0.84 -0.13 -0.63
C -1.637763 2.502021 -1.806774 -0.69 0.51 -1.58
C 2.632596 1.911062 -0.390534 0.13 -0.56 0.04
H 0.267265 6.225184 -3.861805 0.17 -0.01 0.27
H 2.463898 1.213301 1.710664 -0.08 0.20 -0.09
H -1.853690 1.095022 4.996339 -0.09 -0.17 -0.25
H 3.314660 2.747926 1.484530 -0.18 -0.09 0.23
H 1.130164 2.101348 -1.972355 -0.09 0.38 0.61
H -1.856759 -2.245708 2.217137 -0.14 0.37 0.20
H 3.613908 2.279599 -0.728631 -0.38 -0.04 -0.02
H -2.131990 -1.366442 4.556962 0.04 0.16 0.05
H -1.711938 5.742523 -1.590791 0.03 0.01 0.33
H -1.077819 5.063516 -3.708831 0.18 0.11 -0.13
H 2.604815 0.849530 -0.668572 -0.03 0.13 0.29
H -1.475988 -0.650496 0.349945 0.27 0.12 0.99
H -0.422168 6.951071 -1.408635 0.03 -0.02 -0.07
H -1.380700 6.793060 -3.710542 -0.18 0.24 -0.06
H -1.336253 2.633330 3.113633 0.04 -0.02 0.10
H -1.261284 3.013175 0.929668 -1.57 -0.77 0.12
H 1.833182 3.662410 -1.424903 -0.56 -1.43 0.44
```
Positions in Å, forces in eV/Å.

Summary:
energy above the lowest of the compared OMol25 structures with the same formula, charge and spin: 0.000 eV
net charge: -1
Kohn-Sham gap: 6.71 eV
LUMO: 3.1 eV